C36H102N6O18 as an isolated structure, computed with ωB97M-V with the def2-TZVPD basis set.

```
162
Properties=species:S:1:pos:R:3:forces:R:3
C 28.053400 20.848630 -12.252380 0.754 -4.198 -1.014
C 26.541360 20.888610 -12.704040 -0.388 -1.611 -1.347
O 25.821870 19.899380 -12.127340 -1.035 -3.552 1.528
O 28.761230 21.849680 -12.987870 7.372 -1.038 5.517
H 28.579560 19.902290 -12.377660 -0.454 -0.487 -0.656
H 28.110810 20.881130 -11.164380 0.138 0.996 0.066
H 26.583340 20.733130 -13.782080 -1.197 -0.536 1.081
H 25.979380 21.789180 -12.456540 0.783 -0.564 -0.350
H 25.003700 19.813590 -12.622150 -0.200 0.023 0.113
H 28.684390 21.731410 -13.937450 0.589 -0.466 1.364
C 24.688020 24.068470 -16.975710 -3.371 -0.182 -0.313
C 24.472760 24.948810 -15.739240 -1.658 0.404 0.725
O 24.241300 24.233260 -14.546350 -0.892 -0.002 -0.055
O 26.006830 23.608030 -17.036390 -4.125 -5.628 2.161
H 24.517910 24.699930 -17.847740 -0.327 0.087 0.039
H 24.012080 23.218460 -17.069040 -0.075 2.221 0.638
H 23.606560 25.583710 -15.925550 -0.377 -0.037 -0.486
H 25.284330 25.676130 -15.717850 -0.873 -0.471 1.174
H 23.815700 24.793900 -13.893560 -0.062 0.139 -0.107
H 26.164310 23.122220 -17.849280 -1.861 0.175 -0.087
C 26.297400 17.343800 -16.948460 0.060 -0.708 0.714
C 26.165560 18.186770 -18.239920 -1.166 -0.731 1.691
O 24.893360 18.601080 -18.419990 0.664 -3.614 -6.378
O 25.944620 18.056960 -15.680200 -7.107 1.539 -6.903
H 27.367030 17.154390 -16.858390 -0.020 -0.679 -0.065
H 25.774710 16.391420 -17.037250 -0.186 0.074 0.193
H 26.388210 17.635640 -19.153580 0.634 -0.039 0.966
H 26.870950 18.980460 -17.993760 -0.710 -0.193 -1.543
H 24.690390 19.335020 -17.835410 0.017 -1.128 -1.504
H 26.159010 17.579550 -14.875390 -1.400 0.440 -0.991
C 29.777380 24.639640 -14.080280 1.629 -1.445 -0.123
C 30.835410 24.145150 -15.078370 0.351 1.665 -0.406
O 30.533670 24.847360 -16.264310 2.701 -4.569 -0.052
O 29.912790 25.968210 -13.725760 0.645 0.891 0.494
H 29.764860 24.037190 -13.171990 0.681 0.042 0.125
H 28.784520 24.479900 -14.500770 1.256 0.463 -1.216
H 30.882450 23.074740 -15.278660 -0.133 -0.162 0.413
H 31.851010 24.453470 -14.830160 0.176 -0.152 0.815
H 29.971730 25.597620 -16.057100 0.102 -0.338 0.163
H 29.344790 26.495970 -14.291830 -0.057 0.087 0.057
C 28.672980 21.778560 -15.799860 1.236 -0.008 -1.760
C 27.985390 21.971610 -17.132830 -0.764 -4.748 2.276
O 27.667650 20.690900 -17.703120 -4.013 9.890 -8.946
O 27.872630 21.341530 -14.697260 3.125 -3.439 -7.563
H 29.222600 22.712750 -15.684530 -0.608 -0.121 1.267
H 29.385470 20.953710 -15.808140 -0.394 2.551 -0.774
H 28.494630 22.649300 -17.818030 0.434 -3.350 0.725
H 27.025370 22.386510 -16.825710 1.041 -0.544 0.184
H 27.503210 20.106630 -16.959360 -8.327 7.145 -0.796
H 27.790120 20.397620 -14.851600 0.125 -0.672 -0.609
C 24.770870 21.689900 -15.487470 0.312 -1.483 -3.832
C 25.323570 20.527970 -16.340750 0.465 1.700 2.854
O 24.306660 19.735200 -16.897670 -3.148 5.219 7.751
O 23.732630 21.395270 -14.624980 -1.252 -1.138 0.576
H 24.389100 22.291380 -16.312440 0.346 -0.686 1.832
H 25.571430 22.154610 -14.911930 -1.736 -1.503 -2.462
H 25.974620 19.920260 -15.712310 -1.706 0.711 -0.226
H 25.975990 20.938680 -17.111300 -1.368 -0.265 0.865
H 23.903830 19.378810 -16.102480 -0.507 -0.763 -0.177
H 22.974580 21.618320 -15.170150 -0.564 -0.167 0.698
C 30.160960 24.182830 -22.469240 -0.575 0.722 -1.781
C 30.645100 24.425890 -21.098930 0.003 0.382 -0.022
C 31.171900 23.156440 -20.440710 -1.066 0.262 1.516
O 30.288090 22.761110 -19.354560 2.046 0.488 -0.051
C 30.891260 22.861290 -18.048290 0.623 0.670 -1.658
N 31.656770 25.424930 -21.226100 1.338 1.495 0.849
H 29.383930 23.425370 -22.572080 0.574 -0.456 -0.136
H 31.054100 24.162090 -23.093710 -0.047 -1.334 -0.435
H 29.732480 25.082380 -22.911190 -0.406 0.331 0.477
H 29.809460 24.913840 -20.597220 0.170 -0.407 0.890
H 32.103630 23.311140 -19.896610 0.450 0.128 -0.823
H 31.230820 22.411440 -21.234200 0.148 -0.559 0.486
H 31.287430 23.871070 -17.941080 -0.223 -0.140 0.265
H 31.738500 22.175650 -18.034400 -0.156 -0.360 0.583
H 30.067520 22.710280 -17.350600 1.603 -0.430 -0.117
H 32.436370 25.212950 -21.832240 -0.256 -0.481 -0.637
H 32.134910 25.511420 -20.340660 -0.108 0.438 0.415
C 28.147120 24.322880 -17.677290 1.947 2.849 0.959
C 27.705740 25.564140 -16.737930 1.087 -1.617 -1.971
C 28.384240 26.895540 -16.966330 0.436 -0.567 0.140
O 29.661280 26.738170 -16.303050 -3.040 5.522 -1.457
C 30.697120 27.583980 -16.727260 0.142 -0.425 -0.866
N 26.350920 25.621640 -17.127240 1.167 7.140 -0.459
H 28.326310 24.537710 -18.730780 1.001 1.047 0.387
H 27.341210 23.612410 -17.861250 2.172 4.869 1.525
H 28.898920 23.642650 -17.277050 0.422 3.375 0.086
H 27.878130 25.330230 -15.687370 -0.670 -0.225 -0.526
H 27.895970 27.768610 -16.533380 -0.381 -0.227 0.226
H 28.386510 27.062770 -18.043420 0.911 0.162 -0.235
H 30.389700 28.622070 -16.600870 0.575 0.119 0.539
H 30.873640 27.446200 -17.794010 -0.155 -0.051 -0.322
H 31.599370 27.182500 -16.265890 -0.038 0.780 0.490
H 25.918970 24.835070 -16.663740 3.026 3.882 -0.894
H 26.358940 25.476660 -18.126750 -0.380 0.065 -0.092
C 27.550450 16.244190 -20.482690 0.503 -0.701 -0.686
C 28.882210 17.016640 -20.433430 -2.738 2.496 0.307
C 28.613540 18.262280 -19.524030 1.663 0.625 1.780
O 29.829280 19.017910 -19.073250 -0.671 -2.895 -2.320
C 29.662910 20.114690 -18.227750 2.032 -0.434 -3.220
N 29.876100 16.208750 -19.860780 2.424 -0.570 0.127
H 27.379550 15.630270 -19.598390 -0.015 0.415 0.318
H 27.660580 15.503740 -21.274970 -0.158 -0.032 -0.260
H 26.688780 16.867560 -20.721510 0.102 -0.108 -0.114
H 29.004310 17.402940 -21.445340 0.703 -0.075 -0.261
H 28.165690 17.884760 -18.604790 0.750 -0.366 -0.088
H 27.876680 18.996760 -19.849110 0.177 -0.275 -0.935
H 30.677260 20.503730 -18.316250 0.260 -0.009 1.226
H 29.262120 19.784330 -17.269460 1.943 0.429 -2.498
H 29.007150 20.852530 -18.689990 3.026 -1.060 1.106
H 30.692500 16.781430 -19.700680 0.025 0.847 0.990
H 30.360340 15.663510 -20.559580 -0.752 -0.994 -0.538
C 30.180640 19.565080 -15.583190 2.143 -2.726 1.255
C 28.893550 18.770900 -15.635440 -0.344 -1.220 1.119
C 28.542480 17.910200 -14.384460 0.258 2.089 -1.388
O 27.304440 17.251050 -14.650560 9.194 -4.397 5.458
C 27.073440 16.466640 -13.520270 -0.935 -1.681 1.124
N 27.801800 19.623550 -16.130830 3.709 -11.906 12.048
H 30.276960 20.215270 -14.713670 0.283 -0.263 0.061
H 30.298990 19.990170 -16.579890 1.290 0.269 1.952
H 31.011730 18.859960 -15.597210 0.178 -0.322 0.549
H 28.930730 17.969490 -16.373310 0.943 -0.062 -0.260
H 28.341410 18.435090 -13.450560 0.760 0.202 -0.028
H 29.444100 17.297910 -14.401000 -0.368 -0.828 0.861
H 26.143860 15.951390 -13.762160 -0.235 -0.089 0.512
H 26.994590 17.062730 -12.611110 -0.366 0.299 -0.026
H 27.796200 15.690370 -13.269020 0.453 -0.033 -0.575
H 27.026980 18.975740 -16.120130 -0.404 -0.535 0.869
H 28.086610 19.674260 -17.098510 6.422 -5.514 -1.116
C 26.917020 23.668390 -20.376170 -1.439 -0.060 -0.021
C 27.019660 22.465500 -19.453720 -0.327 -0.713 -1.126
C 25.710510 21.539460 -19.127110 1.642 2.042 -3.438
O 24.775580 22.425900 -18.495390 -0.129 -2.831 -3.274
C 23.466020 21.914940 -18.598100 -0.336 -0.154 0.128
N 28.176980 21.722820 -19.940930 -3.810 -1.124 -1.753
H 27.833570 24.257140 -20.413710 0.003 -0.334 0.029
H 26.125520 24.338290 -20.040230 -0.225 0.256 -0.191
H 26.712900 23.339160 -21.395010 -0.162 -0.014 0.002
H 27.368580 22.807130 -18.479230 -1.442 -1.348 -3.136
H 26.009210 20.637320 -18.593230 -0.681 0.846 -0.684
H 25.394630 21.260330 -20.132290 -0.630 -0.195 -0.060
H 22.933530 22.148730 -19.520000 0.398 0.005 -0.393
H 22.943190 22.458810 -17.811360 -0.744 -0.617 -0.041
H 23.527260 20.842480 -18.413210 -0.756 0.375 -0.182
H 28.032640 20.901870 -19.370560 -0.049 -0.010 -1.540
H 29.025010 22.216270 -19.701170 -0.230 -0.258 -0.175
C 26.514230 23.005850 -14.215660 -0.955 6.064 1.994
C 27.287790 23.789120 -13.113490 -1.086 -1.126 -0.961
C 26.769810 25.169650 -12.822740 -0.391 -1.473 -0.104
O 27.057540 25.869040 -14.007180 -1.901 2.708 0.640
C 26.166640 27.016200 -14.150060 0.662 -0.375 -0.729
N 27.199970 22.951790 -11.982100 -1.030 4.266 4.220
H 26.944540 22.080380 -14.598330 -2.035 3.610 1.103
H 26.393770 23.712010 -15.037200 0.053 -0.190 0.380
H 25.506380 22.743020 -13.894340 0.700 1.780 1.655
H 28.274950 23.931010 -13.553360 -2.133 -0.989 2.082
H 27.236550 25.534450 -11.907760 0.355 0.576 -0.080
H 25.696680 25.119810 -12.638350 -0.204 0.160 -0.015
H 25.104500 26.771510 -14.159480 0.009 -0.499 0.569
H 26.309230 27.373610 -15.169880 0.341 0.345 0.168
H 26.304690 27.803360 -13.408830 0.441 -0.089 0.102
H 27.664780 22.089130 -12.226800 -2.389 5.558 1.428
H 27.790120 23.278510 -11.230380 0.312 0.736 0.379
```
Positions in Å, forces in eV/Å.

Summary:
**Energy relative to the best compared isomer or geometry (same formula, charge and spin)**: 1361.7 kcal/mol
**Lowest unoccupied orbital energy**: 0.53 eV
**Charge**: 0
**2S+1**: 1
**Gap between HOMO and LUMO**: 7.4 eV
**HOMO level**: -6.879 eV


C30H25F6N7O11S3Zr as an isolated structure, computed with ωB97M-V with the def2-TZVPD basis set.

```
83
Properties=species:S:1:pos:R:3:forces:R:3
Zr 0.330674 0.253294 0.306406 -2.281 -1.688 -1.719
O 2.215172 3.560300 -2.367132 0.098 0.087 -0.098
C 1.062073 4.247177 -2.439949 -0.325 -0.080 0.099
C 1.101113 5.518900 -3.014794 0.139 0.010 -0.013
C -0.044122 6.278718 -3.111234 -0.040 -0.065 0.029
C -1.261902 5.785096 -2.646925 -0.121 0.037 -0.039
C -1.321071 4.517263 -2.114111 0.118 0.005 -0.020
C -0.171175 3.729777 -2.001636 0.418 0.089 0.075
C -0.268821 2.362674 -1.471531 -1.374 -0.437 -0.756
O 0.776433 1.745999 -0.985018 0.382 1.019 -0.418
N -1.430722 1.768142 -1.583260 0.094 0.758 -0.434
N -1.433921 0.466256 -1.106043 -0.389 0.085 -0.727
C -2.439919 -0.217707 -1.514187 0.406 0.317 -0.047
C -2.588266 -1.623570 -1.204234 -0.128 -0.476 0.061
C -3.578694 -2.397766 -1.802997 0.045 0.276 -0.072
C -3.636222 -3.748044 -1.500949 0.095 -0.078 0.127
C -2.690406 -4.271101 -0.632120 -0.106 0.056 -0.132
C -1.739044 -3.413630 -0.090817 0.228 0.003 0.183
N -1.698399 -2.120666 -0.352128 -0.125 0.085 0.015
H 2.069217 2.736274 -1.875474 0.015 -0.021 0.042
H 2.051633 5.886246 -3.377790 0.017 -0.009 0.028
H -0.001652 7.265512 -3.553524 0.055 0.007 0.005
H -2.156959 6.388506 -2.715715 -0.001 -0.001 -0.009
H -2.255320 4.103864 -1.765604 -0.022 -0.009 -0.024
H -3.151844 0.266087 -2.176720 0.007 0.075 0.021
H -4.272977 -1.940474 -2.496579 -0.030 -0.033 0.002
H -4.403033 -4.378407 -1.931088 0.022 -0.004 -0.036
H -2.687406 -5.320544 -0.372860 0.012 -0.007 0.009
H -0.975887 -3.775863 0.590468 -0.018 -0.017 0.013
O 2.233392 -1.310960 2.493914 -0.667 -0.769 0.032
C 1.626681 -1.809948 1.512573 0.949 -1.013 1.088
O 0.386771 -1.587146 1.267692 0.147 -0.516 0.349
C 2.363743 -2.675785 0.583360 -0.033 -0.144 -0.769
C 3.333953 -3.543992 1.088824 -0.204 0.110 0.067
C 4.051325 -4.361493 0.246583 0.071 -0.083 -0.070
C 3.815980 -4.293643 -1.125574 0.013 -0.063 0.082
C 2.881528 -3.420870 -1.639789 -0.159 0.104 -0.037
C 2.128909 -2.576192 -0.808951 0.082 -0.276 0.435
S 1.027393 -1.458715 -1.586871 -0.151 0.362 -0.268
H 3.491855 -3.563785 2.159252 0.065 0.034 -0.004
H 4.796304 -5.039050 0.640297 -0.004 -0.010 0.020
H 4.376846 -4.932287 -1.796292 0.003 0.019 -0.031
H 2.711430 -3.361076 -2.706941 0.056 -0.006 -0.022
F 4.932737 1.347463 -0.812885 -0.025 -0.212 0.135
C 4.429415 1.757527 0.345526 -0.464 0.324 -0.239
F 3.517681 2.703145 0.094086 0.180 0.020 0.031
F 5.397194 2.287149 1.076955 -0.003 -0.251 0.181
S 3.553798 0.349436 1.198877 1.671 1.699 -0.700
O 2.406954 0.216093 0.262181 0.961 -0.094 0.452
O 4.535144 -0.672625 1.243436 -0.240 -0.112 0.202
N 3.125354 1.173108 2.472526 -0.292 -1.345 -0.010
S 1.712351 0.969250 3.134234 -0.252 3.773 1.374
O 1.664641 0.686788 4.524103 0.183 -0.699 -0.062
O 0.513169 0.607665 2.338275 1.047 0.062 1.023
C 1.285632 2.829612 2.964260 -0.463 -0.189 -1.114
F 1.202462 2.987534 1.609201 0.058 0.112 0.233
F 2.106742 3.760872 3.392867 0.431 -0.336 0.534
F 0.062056 3.094841 3.440114 0.076 -0.249 0.359
N -4.360640 3.478513 1.748709 0.061 -0.087 -0.031
C -3.487166 2.321330 1.943159 0.088 0.101 -0.089
C -2.148536 2.589730 1.274474 -0.333 0.054 0.137
O -1.946567 3.825529 0.918565 0.250 0.131 -0.068
O -1.318757 1.721460 1.087187 0.190 -0.329 0.212
H -4.972571 3.628448 2.537815 0.032 0.034 0.022
H -4.937248 3.362193 0.925009 -0.050 0.002 0.034
H -2.767655 4.313478 1.170244 -0.059 -0.015 0.023
H -3.866174 1.371183 1.565023 0.030 -0.018 0.003
H -3.276419 2.186333 3.006420 -0.015 -0.034 -0.007
N -0.028546 -1.822418 4.660479 0.182 0.092 0.030
C -1.329058 -1.553420 4.894377 -0.033 -0.205 0.005
O -1.785160 -1.213976 5.969131 -0.005 -0.016 -0.015
C -2.234576 -1.777920 3.712199 -0.099 0.297 -0.067
C -3.067261 -2.885241 3.659319 0.071 0.028 -0.005
C -3.970579 -2.988632 2.615471 0.041 -0.027 0.007
C -4.033511 -1.956105 1.696827 -0.143 0.075 0.044
N -3.248708 -0.882849 1.739423 -0.027 0.148 0.056
C -2.346666 -0.809321 2.715504 -0.195 -0.171 0.299
H 0.644385 -1.532466 5.353318 -0.042 0.047 0.046
H 0.309842 -1.844106 3.712648 0.016 -0.044 -0.108
H -3.013476 -3.643505 4.430048 0.016 0.002 0.010
H -4.620536 -3.847339 2.518372 -0.046 0.022 0.023
H -4.761786 -1.981708 0.894007 0.017 -0.038 -0.050
H -1.718157 0.082146 2.738622 -0.177 -0.287 0.052
```
Positions in Å, forces in eV/Å.

Summary:
**Energy relative to the best compared isomer or geometry (same formula, charge and spin)**: 88.6 kcal/mol
**Lowest unoccupied orbital energy**: -0.99 eV
**Charge**: 0
**2S+1**: 1
**Gap between HOMO and LUMO**: 6.4 eV
**HOMO level**: -7.345 eV